# 1
DFT (wB97M-V/def2-TZVPD) results for CHBr2IO2S as an isolated structure in a non-equilibrium geometry.

```
8
Properties=species:S:1:pos:R:3:forces:R:3:lowdin_charge:R:1
C -0.660 0.556 -0.114 -3.94 -0.87 -1.04 -0.968
O 1.275 0.608 1.410 1.12 0.99 1.53 -0.386
O 1.639 -0.459 -0.823 -0.10 0.11 0.75 -0.389
S 0.861 -0.219 0.352 -0.45 -1.61 -1.07 0.009
Br -0.282 2.257 -0.760 -0.14 0.06 -0.31 0.778
Br -1.278 -1.042 -1.983 0.35 1.84 1.98 0.209
I 0.128 -2.305 1.360 0.11 0.23 -0.23 0.634
H -1.683 0.604 0.558 3.05 -0.75 -1.62 0.114
```
Positions in Å, forces in eV/Å.

## Properties
* energy above the lowest of the compared OMol25 structures with the same formula, charge and spin: 150.8 kJ/mol
* net charge: 0
* orbital gap: 7.92 eV
* E_HOMO: -0.3731 Ha

---

# 2
DFT (wB97M-V/def2-TZVPD) results for CHBr2NO as an isolated structure in a non-equilibrium geometry.

```
6
Properties=species:S:1:pos:R:3:forces:R:3:lowdin_charge:R:1
C -0.032 -0.175 -0.218 1.32 -6.37 1.31 -1.353
N 0.575 0.921 0.289 -0.46 4.38 5.43 -0.190
O 0.000 1.486 1.272 1.79 -1.99 -3.50 -0.046
Br 0.502 -0.200 -2.003 -0.47 -0.18 -1.73 0.715
Br -1.773 -0.695 0.386 -0.24 0.31 -0.42 0.670
H 0.729 -1.338 0.274 -1.95 3.84 -1.09 0.203
```
Positions in Å, forces in eV/Å.

## Properties
* energy above the lowest of the compared OMol25 structures with the same formula, charge and spin: 372.9 kJ/mol
* net charge: 0
* orbital gap: 8.68 eV
* E_HOMO: -0.3825 Ha

---

# 3
DFT (wB97M-V/def2-TZVPD) results for CHBr2P as an isolated structure in a non-equilibrium geometry.

```
5
Properties=species:S:1:pos:R:3:forces:R:3:lowdin_charge:R:1
C 0.987 -0.109 -0.595 -0.87 1.31 0.79 -1.164
P -1.769 0.307 -0.845 0.90 -0.12 0.85 0.540
Br 1.077 -1.754 0.261 0.12 -0.32 0.07 0.494
Br 1.772 1.296 0.581 -0.51 -0.88 -0.83 0.383
H -2.067 0.260 0.597 0.36 0.01 -0.88 -0.252
```
Positions in Å, forces in eV/Å.

## Properties
* energy above the lowest of the compared OMol25 structures with the same formula, charge and spin: 396.4 kJ/mol
* net charge: 0
* orbital gap (spin up / spin down): 6.73 / 7.01 eV
* E_HOMO (spin up / spin down): -0.3131 / -0.3400 Ha

---

# 4
DFT (wB97M-V/def2-TZVPD) results for a single CHBr2P molecule in a non-equilibrium geometry.

```
5
Properties=species:S:1:pos:R:3:forces:R:3:lowdin_charge:R:1
C -2.104 -0.442 -0.380 0.05 -0.25 0.20 -0.844
P 2.529 -0.391 0.134 -1.33 -0.81 -0.76 0.414
Br 0.046 -0.918 -0.283 1.34 -0.12 -0.25 0.198
Br -2.358 1.352 -0.524 -0.11 0.37 -0.08 0.562
H 1.887 0.399 1.053 0.05 0.81 0.89 -0.329
```
Positions in Å, forces in eV/Å.

## Properties
* energy above the lowest of the compared OMol25 structures with the same formula, charge and spin: 459.0 kJ/mol
* net charge: 0
* orbital gap (spin up / spin down): 7.29 / 5.64 eV
* E_HOMO (spin up / spin down): -0.3318 / -0.2784 Ha